The following is a DFT calculation (ωB97M-V/def2-TZVPD) of C32H39HoN5 as an isolated structure.

Computed properties:
<S²>	6.08
lowest unoccupied orbital energy (alpha / beta)	0.0804 / 0.0793	Eh
energy	-67059.248	eV
multiplicity	5
total charge	-1
HOMO level (alpha / beta)	0.339 / -1.847	eV

Each line ends with the Löwdin charge.
Cartesian coordinates (Å):
Ho1 -0.683 -0.382 0.178  1.01
N1 -2.036 -1.106 3.525  0.08
N2 -0.143 1.492 1.693  -0.07
C1 -1.403 -0.027 -2.012  -0.29
C2 -2.433 0.581 -1.144  -0.28
C3 -2.983 -0.468 -0.276  -0.31
C4 -4.041 -0.316 0.755  -0.07
H1 -4.268 0.740 0.929  0.07
H2 -3.761 -0.775 1.714  0.05
H3 -4.949 -0.802 0.374  0.08
C5 -2.298 -1.739 -0.579  -0.33
C6 -2.525 -3.030 0.102  -0.07
H4 -3.342 -3.545 -0.414  0.08
H5 -2.809 -2.891 1.153  0.07
H6 -1.642 -3.673 0.070  0.06
C7 -1.318 -1.469 -1.679  -0.33
C8 -0.421 -2.459 -2.301  -0.07
H7 -0.095 -3.228 -1.597  0.06
H8 0.470 -1.988 -2.731  0.07
H9 -0.981 -2.942 -3.107  0.08
C9 -2.844 2.011 -1.153  -0.05
H10 -3.738 2.113 -1.781  0.08
H11 -2.058 2.648 -1.571  0.06
H12 -3.090 2.383 -0.149  0.07
C10 -0.623 0.659 -3.072  -0.04
H13 0.359 0.197 -3.228  0.07
H14 -0.459 1.717 -2.842  0.07
H15 -1.192 0.590 -4.005  0.08
C11 -1.897 -2.007 4.499  -0.18
H16 -2.804 -2.540 4.799  0.10
C12 -0.669 -2.288 5.127  -0.14
H17 -0.618 -3.037 5.921  0.08
C13 0.461 -1.580 4.707  -0.11
H18 1.434 -1.760 5.166  0.10
C14 0.337 -0.638 3.697  -0.05
H19 1.192 -0.079 3.324  0.11
C15 -0.935 -0.420 3.128  -0.34
C16 -1.185 0.571 2.129  -0.22
H20 -2.176 0.983 2.027  0.10
C17 0.276 1.435 0.388  -0.21
C18 0.526 2.609 2.273  -0.03
H21 0.394 2.889 3.305  0.11
C19 1.283 3.144 1.296  -0.06
H22 1.951 3.966 1.268  0.11
N3 1.125 2.428 0.125  -0.02
C20 1.635 2.635 -1.175  -0.21
C21 1.219 3.788 -1.851  -0.25
C22 1.743 4.024 -3.139  -0.10
H23 1.420 4.916 -3.684  0.07
C23 2.647 3.138 -3.737  -0.33
C24 3.218 3.420 -5.111  -0.10
H24 3.318 2.498 -5.699  0.06
H25 4.219 3.869 -5.039  0.06
H26 2.584 4.119 -5.672  0.06
C25 3.034 1.994 -3.028  -0.05
H27 3.738 1.289 -3.479  0.10
C26 2.534 1.720 -1.738  -0.27
C27 2.941 0.465 -1.018  -0.09
H28 3.075 0.623 0.060  0.07
H29 3.880 0.055 -1.428  0.07
H30 2.168 -0.321 -1.126  0.03
C28 0.232 4.751 -1.247  -0.06
H31 0.712 5.453 -0.548  0.07
H32 -0.559 4.231 -0.686  0.06
H33 -0.253 5.358 -2.030  0.07
C29 0.917 -5.072 2.924  0.00
N4 0.986 -3.957 1.968  -0.09
C30 2.023 -3.701 1.074  -0.06
C31 1.684 -2.606 0.378  -0.11
N5 0.452 -2.146 0.828  -0.02
C32 0.068 -3.010 1.781  -0.16
H34 1.816 -5.699 2.844  0.09
H35 0.841 -4.671 3.941  0.08
H36 0.031 -5.680 2.699  0.09
H37 2.893 -4.313 0.990  0.11
H38 2.257 -2.170 -0.410  0.09
H39 -0.858 -2.969 2.329  0.12

=====

The following is a DFT calculation (ωB97M-V/def2-TZVPD) of C41H50B2CdF4N14OS3 as an isolated structure.

Computed properties:
lowest unoccupied orbital energy	-0.0004	Eh
energy	-115544.154	eV
multiplicity	1
HOMO level	-7.662	eV

Each line ends with the Löwdin charge.
Cartesian coordinates (Å):
Cd1 -1.009 0.475 -0.147  1.11
C1 -3.646 -4.725 2.587  -0.06
C2 -3.650 -3.474 1.710  -0.54
C3 -5.066 -3.250 1.183  -0.04
C4 -2.653 -3.690 0.572  -0.06
N1 -3.242 -2.292 2.533  0.01
C5 -3.003 -2.332 3.899  -0.04
C6 -2.749 -1.074 4.293  -0.06
N2 -2.830 -0.252 3.189  0.03
B1 -2.630 1.276 3.397  -0.60
N3 -1.147 1.674 3.630  0.02
C7 -0.900 2.838 4.326  -0.06
C8 0.426 3.010 4.393  -0.05
N4 1.015 1.930 3.743  0.00
C9 0.029 1.123 3.256  -0.69
S1 0.210 -0.280 2.289  0.60
C10 2.504 1.859 3.646  -0.54
C11 3.085 2.011 5.058  -0.03
C12 3.024 0.536 3.091  -0.10
C13 2.961 3.010 2.740  -0.02
N5 -3.333 2.118 2.302  0.02
C14 -4.710 2.197 2.331  -0.06
C15 -5.106 2.871 1.243  -0.05
N6 -3.967 3.227 0.535  0.02
C16 -2.882 2.762 1.204  -0.69
S2 -1.221 2.904 0.766  0.60
C17 -4.125 3.941 -0.781  -0.53
C18 -4.873 5.248 -0.506  -0.03
C19 -2.808 4.275 -1.470  -0.09
C20 -4.932 3.021 -1.701  -0.01
C21 -3.137 -1.002 2.110  -0.67
S3 -3.360 -0.455 0.494  0.65
H1 -3.921 -5.571 1.959  0.09
H2 -4.374 -4.664 3.397  0.09
H3 -2.657 -4.926 3.002  0.09
H4 -5.386 -4.132 0.625  0.09
H5 -5.107 -2.386 0.522  0.04
H6 -5.758 -3.094 2.014  0.09
H7 -2.920 -4.607 0.044  0.09
H8 -1.643 -3.804 0.971  0.08
H9 -2.666 -2.860 -0.131  0.02
H10 -3.019 -3.236 4.473  0.11
H11 -2.505 -0.688 5.266  0.13
H12 -3.201 1.540 4.432  0.12
H13 -1.701 3.449 4.704  0.13
H14 0.996 3.808 4.829  0.12
H15 2.722 1.207 5.700  0.10
H16 2.835 2.963 5.520  0.07
H17 4.172 1.943 5.003  0.09
H18 2.704 -0.308 3.700  0.08
H19 4.113 0.592 3.110  0.09
H20 2.696 0.343 2.073  0.01
H21 2.865 3.977 3.236  0.08
H22 2.351 3.038 1.834  0.07
H23 4.008 2.873 2.463  0.09
H24 -5.286 1.740 3.117  0.13
H25 -6.097 3.111 0.907  0.12
H26 -4.295 5.881 0.170  0.09
H27 -5.857 5.081 -0.068  0.07
H28 -5.011 5.783 -1.446  0.09
H29 -2.169 4.907 -0.856  0.06
H30 -3.067 4.818 -2.381  0.09
H31 -2.259 3.381 -1.752  0.04
H32 -5.948 2.860 -1.335  0.08
H33 -4.434 2.057 -1.798  0.08
H34 -4.995 3.471 -2.692  0.10
C22 -0.083 -4.445 -2.991  -0.07
N7 -0.042 -3.473 -1.918  -0.13
C23 -0.531 -2.234 -1.912  -0.12
N8 -0.187 -1.637 -0.783  0.00
C24 0.519 -2.594 -0.118  -0.25
N9 0.638 -3.723 -0.775  0.13
C25 1.257 -4.640 -3.666  -0.18
C26 1.419 -5.709 -4.540  -0.04
C27 2.634 -5.925 -5.173  -0.06
C28 3.706 -5.082 -4.934  -0.02
C29 3.547 -4.010 -4.064  -0.13
C30 2.323 -3.784 -3.439  0.04
C31 4.694 -3.151 -3.770  -0.29
N10 5.937 -3.369 -4.022  0.12
N11 6.639 -2.286 -3.509  0.12
C32 5.764 -1.501 -2.987  -0.29
O1 4.502 -1.977 -3.116  0.14
C33 5.994 -0.228 -2.303  -0.13
C34 7.290 0.099 -1.918  -0.02
C35 7.525 1.304 -1.277  -0.06
C36 6.478 2.177 -1.026  -0.04
C37 5.182 1.858 -1.420  -0.18
C38 4.089 2.878 -1.181  -0.07
N12 2.755 2.382 -1.443  -0.14
C39 2.001 1.573 -0.699  -0.17
N13 0.871 1.322 -1.327  0.00
C40 0.980 2.031 -2.487  -0.17
N14 2.115 2.683 -2.598  0.14
C41 4.941 0.650 -2.056  0.04
H35 -0.822 -4.090 -3.709  0.14
H36 -0.436 -5.390 -2.579  0.13
H37 -1.093 -1.794 -2.721  0.13
H38 0.947 -2.444 0.860  0.07
H39 0.589 -6.384 -4.723  0.12
H40 2.745 -6.760 -5.851  0.11
H41 4.666 -5.248 -5.404  0.12
H42 2.226 -2.949 -2.758  0.12
H43 8.092 -0.596 -2.124  0.12
H44 8.529 1.564 -0.967  0.11
H45 6.669 3.122 -0.528  0.12
H46 4.226 3.727 -1.848  0.14
H47 4.130 3.248 -0.156  0.12
H48 2.287 1.188 0.269  0.11
H49 0.214 2.046 -3.245  0.11
H50 3.943 0.387 -2.382  0.12
F1 -3.095 -0.503 -3.564  0.12
B2 -2.287 0.625 -3.479  -1.28
F2 -0.951 0.283 -3.809  0.07
F3 -2.725 1.678 -4.259  0.14
F4 -2.278 1.070 -2.093  -0.06

=====

The following is a DFT calculation (ωB97M-V/def2-TZVPD) of one molecule with the formula C23H31N5O3.

Computed properties:
lowest unoccupied orbital energy	0.0186	Eh
structure (SMILES)	CC(=O)N[C@@H](C)C(=O)N1CCC(n2nccc2NC(=O)CCCc2ccccc2)CC1
energy	-37949.256	eV
multiplicity	1
HOMO level	-8.132	eV

Each line ends with the Löwdin charge.
Cartesian coordinates (Å):
C1 -0.401 -3.322 0.850  0.03
C2 0.815 -2.437 0.950  -0.50
O1 0.758 -1.218 1.019  0.04
N1 1.986 -3.106 0.990  0.10
C3 3.239 -2.388 0.843  -0.28
C4 4.414 -3.307 1.151  -0.02
C5 3.304 -1.896 -0.616  -0.42
O2 2.816 -2.585 -1.494  0.07
N2 3.911 -0.719 -0.867  -0.05
C6 4.362 0.227 0.128  -0.13
C7 3.202 1.152 0.529  -0.09
C8 2.208 1.254 -0.646  -0.26
N3 1.411 2.446 -0.521  -0.08
N4 1.811 3.588 -1.098  0.07
C9 0.936 4.504 -0.737  -0.15
C10 -0.050 3.971 0.099  -0.01
C11 0.293 2.638 0.228  -0.22
N5 -0.310 1.614 0.936  0.18
C12 -1.352 1.791 1.802  -0.48
O3 -1.834 2.869 2.068  0.08
C13 -1.866 0.482 2.372  -0.10
C14 -2.691 -0.272 1.325  -0.19
C15 -3.891 0.545 0.830  -0.15
C16 -4.666 -0.245 -0.185  -0.24
C17 -5.779 -0.987 0.187  -0.05
C18 -6.465 -1.747 -0.745  -0.09
C19 -6.041 -1.779 -2.062  -0.10
C20 -4.931 -1.044 -2.443  -0.09
C21 -4.249 -0.284 -1.510  -0.04
C22 2.981 1.265 -1.966  -0.11
C23 3.685 -0.088 -2.158  -0.12
H1 -0.277 -4.221 1.448  0.08
H2 -0.535 -3.609 -0.192  0.10
H3 -1.285 -2.782 1.176  0.07
H4 1.993 -4.071 0.697  0.15
H5 3.194 -1.550 1.541  0.13
H6 5.350 -2.758 1.085  0.08
H7 4.318 -3.721 2.152  0.09
H8 4.443 -4.121 0.430  0.09
H9 4.788 -0.284 0.991  0.12
H10 5.162 0.810 -0.337  0.13
H11 3.582 2.147 0.763  0.12
H12 2.678 0.769 1.406  0.11
H13 1.540 0.385 -0.630  0.14
H14 1.038 5.512 -1.087  0.10
H15 -0.880 4.466 0.553  0.09
H16 0.069 0.678 0.844  0.10
H17 -1.024 -0.137 2.686  0.11
H18 -2.488 0.713 3.238  0.12
H19 -3.057 -1.204 1.764  0.12
H20 -2.056 -0.525 0.473  0.10
H21 -3.534 1.476 0.388  0.12
H22 -4.528 0.797 1.679  0.12
H23 -6.115 -0.964 1.214  0.11
H24 -7.332 -2.315 -0.441  0.10
H25 -6.576 -2.371 -2.790  0.10
H26 -4.597 -1.063 -3.470  0.10
H27 -3.386 0.292 -1.812  0.11
H28 3.694 2.088 -1.939  0.11
H29 2.297 1.454 -2.792  0.12
H30 3.068 -0.776 -2.741  0.12
H31 4.642 0.042 -2.672  0.13

=====

The following is a DFT calculation (ωB97M-V/def2-TZVPD) of one molecule with the formula C30H37N7O2.

Computed properties:
lowest unoccupied orbital energy	0.0110	Eh
structure (SMILES)	CCc1ccc(-c2cc3c(=O)n(CC(=O)NCCCN4CCN(Cc5ccccc5)CC4)nc(C)n3n2)cc1
energy	-46237.220	eV
multiplicity	1
HOMO level	-8.054	eV

Each line ends with the Löwdin charge.
Cartesian coordinates (Å):
C1 2.130 5.642 -5.484  -0.09
C2 0.776 5.185 -4.935  -0.21
C3 0.961 4.053 -3.967  -0.25
C4 0.988 2.736 -4.411  -0.03
C5 1.202 1.696 -3.531  -0.04
C6 1.397 1.949 -2.173  -0.18
C7 1.606 0.840 -1.258  -0.22
C8 2.098 0.878 0.065  0.08
C9 2.105 -0.439 0.478  -0.10
C10 2.469 -1.116 1.703  -0.37
O1 2.879 -0.569 2.719  0.05
N1 2.307 -2.481 1.635  -0.04
C11 2.646 -3.308 2.777  -0.02
C12 1.509 -3.309 3.821  -0.50
O2 0.752 -4.248 3.942  0.06
N2 1.454 -2.185 4.549  0.07
C13 0.382 -1.921 5.486  -0.18
C14 -0.032 -0.454 5.463  -0.15
C15 -0.491 0.023 4.078  -0.19
N3 -1.655 -0.726 3.627  -0.16
C16 -2.831 0.071 3.345  -0.17
C17 -2.740 0.831 2.015  -0.17
N4 -2.506 -0.106 0.931  -0.17
C18 -2.481 0.554 -0.363  -0.15
C19 -2.421 -0.435 -1.496  -0.22
C20 -3.095 -1.647 -1.406  -0.04
C21 -3.032 -2.562 -2.442  -0.09
C22 -2.303 -2.270 -3.584  -0.11
C23 -1.644 -1.057 -3.686  -0.09
C24 -1.701 -0.145 -2.646  -0.05
C25 -1.284 -0.845 1.182  -0.16
C26 -1.413 -1.608 2.503  -0.14
N5 1.821 -3.150 0.575  0.18
C27 1.482 -2.537 -0.495  -0.30
C28 0.933 -3.261 -1.668  0.01
N6 1.626 -1.174 -0.583  -0.01
N7 1.332 -0.413 -1.621  0.19
C29 1.372 3.267 -1.724  -0.02
C30 1.158 4.302 -2.614  -0.03
H1 2.773 5.978 -4.674  0.07
H2 2.627 4.821 -5.996  0.07
H3 1.998 6.461 -6.187  0.07
H4 0.289 6.025 -4.436  0.11
H5 0.142 4.864 -5.764  0.11
H6 0.837 2.527 -5.461  0.12
H7 1.223 0.673 -3.872  0.11
H8 2.417 1.725 0.634  0.12
H9 3.566 -2.924 3.224  0.13
H10 2.780 -4.325 2.411  0.13
H11 2.100 -1.431 4.341  0.11
H12 -0.461 -2.559 5.211  0.12
H13 0.707 -2.193 6.498  0.12
H14 -0.849 -0.321 6.173  0.11
H15 0.808 0.167 5.781  0.11
H16 0.344 -0.072 3.377  0.10
H17 -0.728 1.089 4.151  0.12
H18 -2.997 0.772 4.165  0.12
H19 -3.683 -0.613 3.296  0.12
H20 -3.682 1.354 1.828  0.12
H21 -1.933 1.587 2.071  0.12
H22 -3.405 1.138 -0.451  0.13
H23 -1.632 1.260 -0.447  0.13
H24 -3.657 -1.866 -0.511  0.11
H25 -3.552 -3.505 -2.359  0.10
H26 -2.252 -2.986 -4.392  0.10
H27 -1.079 -0.820 -4.575  0.10
H28 -1.180 0.797 -2.730  0.09
H29 -1.124 -1.549 0.363  0.11
H30 -0.415 -0.160 1.227  0.12
H31 -0.518 -2.203 2.684  0.10
H32 -2.264 -2.290 2.429  0.13
H33 1.596 -3.133 -2.522  0.09
H34 -0.034 -2.840 -1.939  0.06
H35 0.832 -4.314 -1.429  0.09
H36 1.509 3.485 -0.675  0.11
H37 1.138 5.320 -2.252  0.12

=====

The following is a DFT calculation (ωB97M-V/def2-TZVPD) of C5H14NOS as an isolated structure.

Computed properties:
lowest unoccupied orbital energy	-0.1207	Eh
energy	-19775.921	eV
multiplicity	1
total charge	+1
HOMO level	-13.155	eV

Each line ends with the Löwdin charge.
Cartesian coordinates (Å):
C1 2.368 0.573 -0.306  -0.08
C2 1.299 -1.928 -0.019  -0.11
C3 -3.076 0.007 0.012  -0.32
C4 1.347 -0.545 -0.657  -0.26
C5 -0.339 0.336 -0.158  -0.71
N1 -0.192 0.716 1.312  0.24
O1 -0.628 1.540 -0.713  -0.04
S1 -1.578 -0.994 -0.378  0.94
H1 1.746 1.461 -0.605  0.07
H2 2.659 0.734 0.728  0.07
H3 3.260 0.506 -1.022  0.12
H4 1.378 -1.943 1.065  0.07
H5 2.113 -2.506 -0.525  0.11
H6 0.218 -2.255 -0.270  0.01
H7 -3.818 -0.304 -0.708  0.05
H8 -2.922 1.075 -0.156  0.04
H9 -3.131 -0.218 1.060  0.02
H10 1.132 -0.554 -1.763  0.14
H11 -1.152 1.244 1.308  0.20
H12 0.503 1.380 1.454  0.12
H13 -0.258 0.024 2.000  0.14
H14 -0.927 1.653 -1.660  0.18